No. 1
The following is a DFT calculation (ωB97M-V/def2-TZVPD) of 13 unconnected molecules or ions with the total composition C30H93N7O13 at a distorted geometry.

Its LUMO energy is 0.1 eV. For the maximum force, the calculation gives 2.3 eV/Å. The value obtained for the HOMO energy is -9.013 eV.

The geometry in XYZ format:
```
143
Properties=species:S:1:pos:R:3:forces:R:3
O 1.018 -3.022 0.592 -0.008 -0.813 -0.145
H 1.795 -3.087 1.147 0.407 -0.345 0.133
H 0.765 -2.100 0.641 -0.246 0.902 0.027
O -0.013 1.155 -1.764 -1.146 0.279 1.030
H 0.818 0.843 -2.122 1.102 -0.019 -0.812
H -0.615 1.142 -2.509 -0.264 0.070 -0.250
O -1.296 -4.597 0.247 -0.475 -0.411 0.443
H -0.429 -4.193 0.283 0.775 0.314 0.161
H -1.574 -4.489 -0.662 -0.112 0.121 -0.432
O 0.529 -0.391 0.547 0.026 -0.733 -0.068
H 0.530 0.309 1.200 0.381 0.665 0.696
H 0.235 0.033 -0.259 -0.362 0.341 -0.617
O 3.438 -3.811 1.880 0.001 0.107 0.004
H 3.437 -4.430 2.610 -0.114 -0.181 0.250
H 4.327 -3.859 1.527 0.200 0.049 -0.187
C -1.962 -6.555 -2.852 -0.994 0.130 2.110
C -2.029 -5.505 -3.923 1.443 0.315 0.644
C -1.018 -4.355 -3.657 -0.560 -0.697 0.094
O -1.252 -3.692 -2.426 0.085 0.236 -0.220
C -0.247 -2.703 -2.215 -0.263 0.417 -0.111
N -1.549 -6.193 -5.090 0.086 0.202 -1.594
H -2.535 -7.458 -3.061 -0.183 0.081 -0.403
H -2.353 -6.214 -1.893 0.017 0.090 0.202
H -0.947 -6.896 -2.651 0.215 0.251 -0.222
H -3.003 -5.074 -4.157 -0.176 -0.158 0.423
H -1.040 -3.720 -4.543 -0.174 0.628 0.085
H -0.002 -4.746 -3.619 0.222 -0.454 -0.050
H 0.759 -3.120 -2.257 0.077 -0.176 -0.237
H -0.304 -2.205 -1.247 -0.599 -0.447 0.005
H -0.396 -1.926 -2.966 0.308 0.163 -0.264
H -0.603 -6.474 -4.873 0.280 -0.213 -0.228
H -2.082 -7.051 -5.103 0.060 -0.238 -0.542
C -1.221 2.067 2.973 0.194 0.175 -0.839
C -0.343 2.628 1.832 0.076 0.800 0.419
C -0.280 4.182 1.796 0.476 -1.054 0.538
O 0.507 4.667 0.682 -0.776 -0.317 1.010
C -0.313 4.857 -0.444 -0.286 0.257 -0.197
N 1.013 2.087 2.024 -0.900 -0.534 -0.774
H -0.871 1.050 3.150 -0.124 -0.041 0.187
H -2.267 2.005 2.676 -0.011 0.168 0.119
H -1.129 2.647 3.892 0.040 0.044 0.058
H -0.757 2.333 0.868 0.190 -0.492 -0.104
H 0.212 4.431 2.736 0.414 0.457 -0.146
H -1.285 4.594 1.891 -0.148 0.348 -0.645
H 0.261 5.249 -1.284 0.304 -0.160 0.163
H -1.083 5.597 -0.226 -0.218 0.127 0.051
H -0.809 3.937 -0.755 0.021 -0.213 -0.050
H 1.615 2.495 1.323 0.319 0.163 0.084
H 1.345 2.324 2.948 0.304 0.193 0.042
C -0.663 -4.258 6.645 -1.281 -1.028 -0.527
C 0.481 -3.339 6.853 -0.302 0.359 0.471
C 0.789 -2.694 5.540 0.270 -0.248 -1.495
O 1.993 -2.011 5.558 1.736 0.521 0.674
C 2.399 -1.491 4.314 -1.159 0.599 0.036
N 0.148 -2.372 7.872 -0.155 0.910 0.844
H -1.547 -3.776 6.226 -0.054 0.515 0.062
H -1.012 -4.753 7.552 0.296 -0.047 0.057
H -0.435 -4.996 5.876 0.202 -0.307 0.232
H 1.294 -3.924 7.284 0.481 0.041 -0.555
H -0.004 -2.022 5.210 -0.524 0.265 0.352
H 0.853 -3.405 4.717 -0.098 -0.685 -0.061
H 2.206 -2.178 3.490 0.524 -0.405 0.018
H 3.417 -1.104 4.357 0.040 -0.472 0.091
H 1.755 -0.645 4.071 -0.136 0.479 -0.100
H 0.712 -1.538 7.796 0.515 -0.029 0.058
H -0.789 -2.005 7.785 -0.380 -0.320 -0.194
C 1.541 3.729 6.377 -0.909 1.236 -0.299
C 2.081 2.333 6.154 0.792 1.201 0.594
C 3.339 2.360 5.247 -0.809 0.426 0.049
O 3.013 3.049 4.007 1.342 -0.416 0.561
C 4.149 3.050 3.112 -0.646 -1.072 0.056
N 2.359 1.829 7.528 -0.317 -1.017 -1.618
H 0.919 3.814 7.268 -0.091 -0.558 0.069
H 0.907 4.099 5.571 0.084 -0.153 -0.273
H 2.269 4.526 6.526 0.604 -0.291 -0.153
H 1.340 1.736 5.622 -0.197 -0.319 0.488
H 3.713 1.351 5.074 -0.216 -0.315 -0.419
H 4.138 2.829 5.821 0.192 0.656 -0.196
H 3.880 3.383 2.109 -0.279 0.814 0.362
H 4.421 2.019 2.884 0.250 -0.335 0.428
H 5.024 3.549 3.528 -0.166 0.298 -0.025
H 2.784 0.926 7.369 0.226 -0.405 0.616
H 3.026 2.408 8.018 0.137 0.226 -0.144
C 4.527 -0.212 -3.178 0.779 -0.211 0.337
C 3.405 0.286 -2.282 1.042 0.593 -0.168
C 3.743 1.599 -1.560 0.947 0.116 0.744
O 4.788 1.530 -0.564 -0.495 -0.031 0.005
C 4.601 0.560 0.438 -0.575 -0.931 0.307
N 2.278 0.580 -3.134 -0.741 -0.200 0.449
H 4.206 -1.160 -3.609 0.176 -0.048 -0.187
H 5.482 -0.366 -2.676 -0.065 -0.175 0.314
H 4.766 0.491 -3.976 -0.313 0.122 -0.125
H 3.119 -0.528 -1.616 -0.087 0.249 0.367
H 2.851 2.105 -1.189 -0.350 -0.433 0.549
H 4.153 2.350 -2.235 0.078 -0.276 -0.559
H 5.305 0.610 1.269 0.601 0.474 -0.551
H 4.650 -0.448 0.025 0.261 -0.200 -0.103
H 3.648 0.572 0.966 -0.609 0.514 -0.312
H 2.094 -0.271 -3.647 -0.218 0.229 -0.615
H 2.545 1.342 -3.742 -0.238 -0.095 -0.486
C 0.071 1.722 -7.284 -0.140 0.930 -0.050
C -1.384 1.965 -7.086 -1.115 -0.712 -0.508
C -1.765 3.110 -6.148 -0.779 0.570 0.760
O -1.427 2.943 -4.746 1.154 -0.027 -0.177
C -1.402 4.166 -3.978 -0.744 -0.437 -0.953
N -2.037 2.200 -8.436 0.151 0.085 1.185
H 0.435 2.598 -7.820 0.645 -0.128 -0.035
H 0.160 0.821 -7.890 0.512 -0.005 0.201
H 0.493 1.653 -6.281 0.511 -0.222 -0.253
H -1.718 1.033 -6.630 -0.668 -0.027 0.138
H -2.852 3.190 -6.148 -0.286 0.027 -0.325
H -1.400 4.062 -6.533 0.386 0.089 -0.030
H -2.408 4.585 -4.007 -0.171 0.271 0.101
H -0.724 4.918 -4.384 0.220 -0.096 -0.210
H -1.146 3.997 -2.932 0.091 -0.549 -0.265
H -1.606 1.664 -9.175 0.561 -0.046 0.144
H -2.989 1.864 -8.454 -0.291 0.180 0.367
C -3.815 2.183 -1.127 0.520 -0.104 -0.040
C -4.222 1.918 -2.560 1.201 -0.359 -0.933
C -3.717 0.499 -3.060 -0.338 1.237 1.646
O -3.822 0.319 -4.437 0.531 -0.923 -0.731
C -3.137 -0.849 -4.938 0.096 0.604 -0.479
N -5.635 2.112 -2.704 -1.275 -0.278 -0.122
H -4.078 3.192 -0.811 -0.531 -0.039 -0.003
H -2.729 2.198 -1.042 0.173 -0.455 0.074
H -4.255 1.436 -0.467 0.068 0.118 0.188
H -3.809 2.720 -3.172 1.147 -0.322 -0.274
H -4.258 -0.249 -2.482 -0.522 -0.272 -0.123
H -2.699 0.375 -2.691 0.508 0.181 -0.278
H -2.073 -0.910 -4.710 0.215 0.494 0.736
H -3.106 -0.773 -6.024 -0.562 0.062 -0.038
H -3.542 -1.824 -4.667 -0.558 0.190 0.297
H -5.849 2.062 -3.690 -0.230 -0.389 -0.291
H -5.779 3.093 -2.516 -0.381 0.200 0.372
C -3.508 -1.069 2.728 0.248 -0.280 -0.532
C -2.279 -1.998 2.770 -0.718 -0.765 0.111
O -2.671 -3.327 2.314 -0.067 1.487 0.624
H -3.384 -0.024 3.011 0.506 -0.166 0.655
H -4.287 -1.537 3.330 -0.140 0.182 -0.125
H -3.846 -0.948 1.699 -0.194 -0.526 -0.147
H -1.956 -2.157 3.799 0.081 0.342 0.216
H -1.426 -1.607 2.215 -0.036 0.001 -0.245
H -2.086 -3.606 1.606 0.174 -0.343 -0.515
```
Forces are in eV/Å.


No. 2
The following is a DFT calculation (ωB97M-V/def2-TZVPD) of C3H7N5 in the gas phase at a distorted geometry.

Its SMILES is [H]/N=C1/NN/C(=N/[H])C1N. Its LUMO energy is 0.8 eV. For the maximum force, the calculation gives 3.1 eV/Å. The value obtained for the HOMO energy is -8.426 eV.

The geometry in XYZ format:
```
15
Properties=species:S:1:pos:R:3:forces:R:3
C 0.367 -0.361 0.413 1.133 -1.222 -0.541
C -1.020 -0.818 -0.010 -1.746 2.347 -0.913
C 0.411 1.133 0.078 1.090 -0.518 -2.100
H 1.729 -1.362 -0.817 -0.186 0.253 -0.111
H 2.393 -0.893 0.644 -1.978 -0.709 -0.946
H 0.024 -0.362 1.432 1.107 -0.198 1.380
H -0.885 -2.410 -0.723 0.290 -1.583 -0.308
H -2.683 0.396 -0.065 1.095 0.463 0.189
H -1.093 2.392 -0.107 -1.501 1.927 -0.960
H 2.227 1.572 -0.592 0.791 -0.896 0.215
N 1.502 -1.251 0.162 1.091 1.147 1.347
N -1.653 -1.805 -0.517 1.463 1.295 0.751
N -1.740 0.363 0.360 -1.212 -0.197 -0.415
N -0.878 1.513 0.218 0.720 -2.249 1.269
N 1.298 1.893 -0.477 -2.156 0.138 1.144
```
Forces are in eV/Å.


No. 3
The following is a DFT calculation (ωB97M-V/def2-TZVPD) of a molecular structure, C4H10N2S at a distorted geometry.

Its LUMO energy is 0.9 eV. For the maximum force, the calculation gives 3.6 eV/Å. The value obtained for the HOMO energy is -8.180 eV.

The geometry in XYZ format:
```
17
Properties=species:S:1:pos:R:3:forces:R:3
C 1.379 -0.668 -0.382 -1.885 0.200 -0.004
C 0.427 -1.081 -1.465 1.059 -0.178 -0.770
C -0.800 0.703 -0.177 3.115 0.575 1.595
C -2.012 0.268 0.520 1.370 0.140 2.307
N 0.563 -0.230 0.701 -3.086 0.545 -1.708
N 1.335 0.535 1.527 -0.386 0.857 1.083
S -0.566 0.323 -1.891 -0.432 0.432 0.095
H 1.966 -1.474 -0.055 1.038 -1.158 0.387
H 1.963 0.178 -0.640 1.166 0.683 -1.062
H 0.983 -1.293 -2.353 0.335 -0.483 -0.672
H -0.145 -1.947 -1.195 -0.378 -0.414 0.273
H -0.630 1.812 0.017 0.132 -1.335 -0.193
H -2.398 -0.654 0.200 -0.244 -1.472 -0.120
H -2.735 0.986 0.351 -1.891 1.539 -0.310
H -1.764 0.317 1.634 -0.588 -0.463 -1.277
H 1.762 1.305 1.020 0.185 0.370 -0.066
H 0.671 0.921 2.189 0.490 0.164 0.443
```
Forces are in eV/Å.


Which of these has the highest LUMO energy? C4H10N2S